Model one:
Formula: C3H2BrNO2
Source: OMol25
Level of theory: ωB97M-V/def2-TZVPD

CARTESIAN COORDINATES (ANGSTROEM)
Br1 3.00987 -0.14114 -0.00765
O1 -0.24645 2.37577 0.04727
H1 -1.63329 -0.20919 -0.89442
C1 -1.01809 -0.04365 -0.01057
C2 0.29368 -0.93868 -0.00591
O2 0.37845 -2.12993 0.05832
C3 -0.34563 1.23243 -0.00331
H2 -1.62735 -0.19469 0.87975
N1 1.18881 0.04910 -0.06349

Summary:
M	163.958	g mol⁻¹

---

Model two:
Formula: C3H2BrNO2
Source: OMol25
Level of theory: ωB97M-V/def2-TZVPD

CARTESIAN COORDINATES (ANGSTROEM)
C1 0.03220 -0.49303 1.18035
H1 -0.03576 -0.86940 2.18595
Br1 2.54633 -1.52040 0.10051
H2 -1.77308 1.38333 -0.63776
C2 0.00856 0.46590 -1.19826
O1 0.39139 0.68441 -2.29323
O2 -1.07508 0.27264 0.87229
C3 0.93972 -0.64423 0.24074
N1 -1.03428 0.72079 -0.45059

Summary:
M	163.958	g mol⁻¹

---

Which one sits at the top of the stability order? model one does.

---

Model one:
Formula: CH5INO
Source: OMol25
Level of theory: ωB97M-V/def2-TZVPD

CARTESIAN COORDINATES (ANGSTROEM)
H1 -0.07291 0.42026 1.54341
H2 -1.41504 -0.90602 -0.00437
C1 0.16309 0.41572 0.51305
O1 -0.25956 1.62937 -0.00579
N1 -0.43616 -0.75393 -0.23119
H3 0.01841 -1.68255 0.11830
H4 -0.46324 1.56883 -0.89591
I1 2.62610 -0.14999 0.12451
H5 -0.16069 -0.54169 -1.16201

Summary:
charge	+1
M	173.961	g mol⁻¹
SMILES	[NH3+][C@H](O)I

---

Model two:
Formula: CH5INO
Source: OMol25
Level of theory: ωB97M-V/def2-TZVPD

CARTESIAN COORDINATES (ANGSTROEM)
H1 1.20336 0.36320 -1.51781
I1 -2.84414 -0.06221 -0.21793
N1 0.46200 0.80382 -0.87259
H2 0.20935 1.68014 -1.36262
O1 -0.19631 -1.58220 -0.37926
C1 -0.58570 -0.62114 0.28762
H3 -0.43439 -1.63225 -1.28972
H4 0.87950 1.21973 -0.01137
H5 -3.11671 0.26231 1.61223

Summary:
charge	+1
M	173.961	g mol⁻¹

---

Which one sits at the top of the stability order? model one does.

---

Model one:
Formula: C2H2N3O
Source: OMol25
Level of theory: ωB97M-V/def2-TZVPD

CARTESIAN COORDINATES (ANGSTROEM)
H1 1.86383 -0.95213 -0.32017
N1 0.37296 0.17816 -1.16466
N2 -0.69012 0.77363 -1.31631
N3 -1.54575 1.31518 -1.77643
C1 0.91956 -0.44479 -0.23035
H2 0.36982 -0.76618 2.23187
O1 -1.14287 0.22426 1.18567
C2 -0.14743 -0.32814 1.39039

Summary:
charge	+1
M	84.058	g mol⁻¹

---

Model two:
Formula: C2H2N3O
Source: OMol25
Level of theory: ωB97M-V/def2-TZVPD

CARTESIAN COORDINATES (ANGSTROEM)
O1 2.42666 -1.50599 -0.10399
N1 1.13227 2.37464 -0.02069
N2 -1.39414 -0.13936 -0.01146
C1 0.46200 1.43563 -0.01024
H1 -2.19155 0.50470 -0.06772
N3 1.37965 -1.76861 0.15499
H2 -1.63076 -1.13045 0.04048
C2 -0.18414 0.22944 0.01863

Summary:
charge	+1
M	84.058	g mol⁻¹

---

Which one sits at the top of the stability order? model one does.